Here is 9 unconnected molecules or ions with the total composition C31H81Cl3N8O8 at a distorted geometry from OMol25. Energies are from ωB97M-V/def2-TZVPD.

Each line ends with the Mulliken spin population.
Atoms and positions in Å:
C (-0.156, 0.344, -0.024)  -0.2025
Cl (-0.026, -1.429, 0.265)  0.3051
Cl (0.061, 1.108, 1.534)  0.3436
Cl (-1.680, 0.677, -0.752)  0.3721
H (0.681, 0.673, -0.639)  -0.0108
C (3.208, 2.180, -1.639)  0.0767
C (3.672, 3.310, -2.498)  -0.0022
C (4.403, 2.890, -3.762)  0.0195
O (5.513, 2.011, -3.493)  -0.0060
C (6.281, 1.602, -4.642)  0.0022
N (2.426, 4.122, -2.758)  -0.0007
H (2.600, 1.424, -2.135)  0.0129
H (2.687, 2.464, -0.725)  -0.0542
H (4.111, 1.618, -1.399)  0.0201
H (4.403, 3.833, -1.882)  -0.0009
H (4.699, 3.721, -4.401)  0.0061
H (3.781, 2.326, -4.457)  0.0027
H (6.458, 0.534, -4.514)  -0.0014
H (7.218, 2.142, -4.501)  -0.0001
H (5.871, 1.974, -5.580)  0.0002
H (2.566, 4.980, -3.273)  -0.0012
H (1.717, 3.575, -3.224)  0.0034
C (-3.430, -4.509, -2.595)  -0.0018
C (-2.487, -3.425, -3.149)  0.0004
C (-3.218, -2.439, -4.069)  0.0034
O (-3.770, -3.153, -5.147)  0.0008
C (-4.079, -2.397, -6.266)  0.0010
N (-1.850, -2.757, -2.040)  -0.0047
H (-3.008, -5.497, -2.783)  0.0001
H (-4.371, -4.445, -3.141)  -0.0002
H (-3.676, -4.344, -1.547)  -0.0002
H (-1.673, -3.895, -3.700)  0.0015
H (-2.514, -1.681, -4.412)  -0.0007
H (-4.090, -1.997, -3.589)  -0.0026
H (-4.504, -2.985, -7.079)  -0.0002
H (-3.153, -1.917, -6.584)  0.0002
H (-4.780, -1.624, -5.951)  0.0002
H (-1.334, -3.519, -1.624)  -0.0146
H (-1.167, -2.068, -2.323)  0.0179
C (-5.430, -1.836, 0.920)  0.0053
C (-3.923, -1.627, 1.208)  0.0325
C (-3.621, -1.333, 2.747)  0.0016
O (-4.350, -0.166, 3.114)  -0.0093
C (-5.066, -0.277, 4.345)  0.0063
N (-3.190, -2.788, 0.756)  0.0085
H (-6.000, -1.090, 1.473)  0.0001
H (-5.932, -2.739, 1.268)  -0.0002
H (-5.725, -1.580, -0.098)  -0.0002
H (-3.634, -0.721, 0.675)  -0.0039
H (-2.599, -0.961, 2.805)  -0.0106
H (-3.896, -2.179, 3.378)  0.0015
H (-4.395, -0.466, 5.183)  -0.0010
H (-5.862, -1.015, 4.241)  0.0013
H (-5.623, 0.644, 4.519)  -0.0012
H (-3.198, -2.889, -0.248)  0.0035
H (-2.232, -2.515, 0.929)  -0.0097
C (3.582, -2.507, 1.161)  -0.0168
C (4.534, -1.371, 0.646)  0.0244
C (5.262, -1.753, -0.631)  -0.0039
O (6.376, -2.641, -0.455)  0.0004
C (7.215, -2.761, -1.661)  0.0003
N (3.737, -0.129, 0.552)  -0.0050
H (3.963, -3.523, 1.062)  0.0036
H (2.612, -2.407, 0.674)  -0.0055
H (3.325, -2.430, 2.217)  0.0069
H (5.341, -1.181, 1.354)  0.0023
H (5.669, -0.853, -1.090)  -0.0007
H (4.577, -2.056, -1.422)  0.0018
H (6.779, -3.334, -2.480)  0.0002
H (8.091, -3.229, -1.212)  -0.0001
H (7.631, -1.791, -1.933)  0.0000
H (3.451, 0.274, 1.432)  -0.0080
H (4.254, 0.627, 0.125)  0.0054
C (3.207, 3.627, 2.601)  0.0538
C (3.754, 2.491, 3.407)  -0.0361
C (2.696, 1.598, 3.986)  0.0998
O (3.333, 0.568, 4.724)  -0.0129
C (3.478, 0.741, 6.132)  0.0192
N (4.663, 1.757, 2.579)  -0.0002
H (2.736, 3.330, 1.664)  -0.0101
H (3.905, 4.428, 2.357)  0.0011
H (2.405, 4.111, 3.157)  -0.0060
H (4.452, 2.809, 4.182)  -0.0050
H (2.167, 1.115, 3.164)  -0.0682
H (1.969, 2.195, 4.535)  0.0026
H (3.779, -0.268, 6.413)  -0.0001
H (2.574, 1.142, 6.591)  -0.0052
H (4.254, 1.450, 6.421)  0.0006
H (5.570, 2.196, 2.514)  -0.0001
H (4.790, 0.964, 3.193)  0.0007
C (-0.052, 4.847, 0.342)  -0.0315
C (-1.551, 4.615, 0.146)  -0.0262
C (-2.384, 5.447, 1.241)  0.0050
O (-2.016, 5.044, 2.551)  -0.0151
C (-2.456, 3.835, 3.089)  0.0122
N (-1.993, 4.755, -1.210)  0.0018
H (0.301, 4.407, 1.274)  0.0157
H (0.281, 5.881, 0.439)  0.0017
H (0.503, 4.267, -0.395)  0.0237
H (-1.887, 3.626, 0.456)  0.0198
H (-3.465, 5.491, 1.112)  0.0019
H (-2.173, 6.513, 1.150)  0.0003
H (-1.978, 2.897, 2.805)  0.0115
H (-3.510, 3.767, 2.821)  0.0065
H (-2.519, 3.814, 4.177)  -0.0158
H (-2.942, 4.449, -1.371)  -0.0017
H (-1.976, 5.755, -1.352)  -0.0022
C (-0.170, -6.167, -0.749)  0.0323
O (-0.648, -5.130, -1.358)  -0.0080
N (0.621, -6.194, 0.341)  -0.0860
C (1.208, -7.462, 0.687)  0.0271
C (0.947, -4.972, 1.061)  0.0015
H (-0.497, -7.162, -1.087)  0.0051
H (0.813, -8.351, 0.196)  0.0018
H (0.840, -7.684, 1.689)  -0.0018
H (2.296, -7.398, 0.670)  -0.0061
H (0.918, -5.146, 2.137)  -0.0305
H (1.981, -4.711, 0.835)  0.0060
H (0.222, -4.174, 0.895)  0.0931
C (-7.151, 1.809, -0.098)  0.0035
O (-8.050, 1.414, -0.840)  -0.0017
N (-5.802, 1.724, -0.319)  -0.0203
C (-4.872, 2.608, 0.456)  -0.0053
C (-5.205, 1.147, -1.516)  0.0167
H (-7.389, 2.200, 0.903)  0.0012
H (-4.006, 2.012, 0.746)  0.0281
H (-5.458, 2.943, 1.312)  0.0009
H (-4.483, 3.378, -0.211)  -0.0063
H (-4.497, 0.336, -1.342)  -0.0069
H (-5.937, 0.662, -2.162)  -0.0041
H (-4.707, 1.835, -2.200)  0.0030

Force components x, y, z for each atom (eV/Å):
C 1.362 0.529 -0.718
Cl 0.654 -3.200 0.209
Cl 0.225 1.881 2.393
Cl -2.111 1.050 -1.368
H -0.031 -0.033 -0.371
C 0.835 -1.582 0.077
C -1.524 0.760 -0.241
C 0.274 -1.337 -1.096
O -0.439 0.438 0.065
C 0.090 1.259 1.685
N 1.423 0.015 0.223
H -0.307 0.228 -0.333
H 0.170 0.275 -0.112
H -0.057 -0.018 0.300
H -0.224 0.720 -0.070
H 0.419 0.650 0.400
H -0.825 -0.187 0.191
H -0.176 0.019 -0.650
H 0.451 -0.246 -0.366
H -0.332 -0.615 -0.110
H 0.193 -0.006 -0.136
H 0.029 -0.192 0.000
C -0.299 0.270 -0.826
C -0.140 0.097 -0.166
C -0.192 -0.579 0.298
O 0.219 -1.824 -0.437
C 0.326 0.823 0.520
N -0.604 0.309 0.322
H -0.089 0.002 0.382
H -0.111 -0.196 -0.071
H 0.322 -0.178 0.006
H -0.300 -0.326 -0.803
H 0.042 0.291 -0.091
H 0.253 0.558 0.646
H 0.061 -0.227 0.272
H 0.014 0.310 -0.552
H -0.307 0.370 -0.381
H 0.304 0.421 0.643
H 0.055 0.200 -0.091
C -0.471 1.289 0.889
C -1.583 -0.473 0.680
C -0.487 0.729 -1.992
O -1.022 0.410 0.878
C -0.054 0.245 -1.110
N 0.561 -0.010 1.015
H 0.108 0.484 0.223
H 0.694 -0.584 -0.315
H 0.328 -0.522 -0.296
H 0.120 0.266 0.017
H 0.498 -0.990 0.189
H 0.328 -0.133 0.011
H -0.061 -0.202 0.131
H 0.160 -0.574 0.254
H 0.381 0.321 -0.062
H -0.168 0.347 -0.260
H 0.638 -0.412 -0.108
C 0.175 0.536 0.064
C -0.588 -0.429 1.436
C 0.177 1.021 -1.247
O -0.347 -0.030 -1.134
C 0.079 0.296 2.690
N -0.070 -0.661 -1.477
H 0.310 0.072 -0.390
H 0.112 -0.057 -0.403
H 0.270 0.437 0.220
H 0.276 -0.419 0.443
H 0.207 0.621 0.216
H -0.323 -0.816 0.093
H -0.130 0.155 0.092
H -0.012 -0.674 -0.508
H -0.625 0.330 -0.488
H 0.150 -0.604 0.176
H 0.264 -0.199 0.049
C -1.201 1.173 0.220
C 1.021 1.652 -0.240
C 0.361 -0.137 -0.500
O -0.391 0.099 0.466
C 0.197 -0.089 -0.967
N 0.204 -1.772 -0.483
H 0.152 -0.471 -0.006
H 0.383 -0.224 0.088
H -0.141 0.215 0.130
H -0.839 0.927 1.026
H -0.149 -0.089 0.018
H -0.012 -0.152 0.404
H -0.292 0.236 0.784
H -0.339 -0.537 0.079
H 0.414 0.090 -0.244
H -0.012 0.287 -0.009
H 0.764 -0.913 -0.410
C 0.022 -1.079 0.430
C -1.570 -0.180 2.446
C 1.024 -0.266 -0.538
O 1.123 1.075 0.371
C -1.931 -0.541 -0.337
N 0.407 1.132 -0.437
H -0.426 -0.130 0.284
H -0.278 0.228 -0.629
H 0.031 0.474 -0.400
H 0.901 -0.593 -0.119
H -0.443 -1.013 -0.195
H 0.687 0.210 0.263
H 0.504 0.237 -0.519
H -0.390 -0.523 -0.226
H 0.644 0.707 0.140
H -0.073 -0.132 0.224
H -0.144 0.310 -0.814
C -1.997 3.484 -1.850
O 2.151 -4.030 2.519
N -1.267 0.079 -1.727
C -0.387 -0.073 1.762
C 0.532 -0.498 0.524
H 0.358 0.059 -0.101
H 0.159 0.532 -0.986
H 0.658 0.058 0.613
H -0.014 -0.276 -0.043
H -0.051 -0.378 0.122
H -0.182 0.512 -0.159
H 0.245 -0.023 -0.633
C -0.098 -0.869 -0.921
O 1.009 0.306 0.586
N 0.630 0.837 -0.085
C -0.847 -1.677 -0.684
C -0.659 -0.844 -0.923
H 0.150 0.284 -0.032
H -0.077 -0.029 0.362
H 0.506 0.408 0.010
H -0.342 0.420 0.219
H 0.223 0.216 0.714
H -0.566 0.181 0.350
H 0.102 0.605 0.446

Its HOMO energy (spin up / spin down) is 0.216 / -5.618 eV. The spin multiplicity is 2. As for the net charge: -1. The HOMO-LUMO gap (spin up / spin down) is 0.078 / 0.292 Eh.


Here is C6H6O in the gas phase at a distorted geometry from OMol25. Energies are from ωB97M-V/def2-TZVPD.

Each line ends with the natural charge from an NBO analysis.
Atoms and positions in Å:
C (1.143, 0.588, 1.099)  -0.2367
C (0.329, -0.497, 1.359)  -0.1974
C (-0.608, -0.965, 0.479)  -0.2880
C (-0.788, -0.385, -0.816)  0.3035
O (-1.655, -0.777, -1.845)  -0.6685
C (0.005, 0.808, -1.037)  -0.2593
C (1.012, 1.236, -0.097)  -0.1808
H (1.937, 0.855, 1.666)  0.2056
H (0.700, -1.125, 2.147)  0.2143
H (-1.105, -1.929, 0.665)  0.2083
H (-2.352, -1.312, -1.440)  0.4797
H (-0.227, 1.443, -1.825)  0.2119
H (1.608, 2.060, -0.354)  0.2074

Force components x, y, z for each atom (eV/Å):
C -1.623 -0.581 -2.112
C 1.218 -0.235 0.202
C -1.171 -1.228 -2.314
C 1.456 2.601 0.723
O 0.709 0.129 1.737
C 0.132 -1.889 2.492
C -2.908 -1.341 -1.600
H 2.107 0.575 2.206
H -0.687 -0.256 0.701
H 0.118 0.471 0.153
H 0.102 -0.023 -0.184
H -0.162 0.701 -1.723
H 0.709 1.074 -0.281

Its HOMO energy is -8.723 eV. The spin multiplicity is 1. The HOMO-LUMO gap is 0.353 Eh.


Copy entry 2 word for word.
Here is C6H6O in the gas phase at a distorted geometry from OMol25. Energies are from ωB97M-V/def2-TZVPD.

Each line ends with the natural charge from an NBO analysis.
Atoms and positions in Å:
C (1.143, 0.588, 1.099)  -0.2367
C (0.329, -0.497, 1.359)  -0.1974
C (-0.608, -0.965, 0.479)  -0.2880
C (-0.788, -0.385, -0.816)  0.3035
O (-1.655, -0.777, -1.845)  -0.6685
C (0.005, 0.808, -1.037)  -0.2593
C (1.012, 1.236, -0.097)  -0.1808
H (1.937, 0.855, 1.666)  0.2056
H (0.700, -1.125, 2.147)  0.2143
H (-1.105, -1.929, 0.665)  0.2083
H (-2.352, -1.312, -1.440)  0.4797
H (-0.227, 1.443, -1.825)  0.2119
H (1.608, 2.060, -0.354)  0.2074

Force components x, y, z for each atom (eV/Å):
C -1.623 -0.581 -2.112
C 1.218 -0.235 0.202
C -1.171 -1.228 -2.314
C 1.456 2.601 0.723
O 0.709 0.129 1.737
C 0.132 -1.889 2.492
C -2.908 -1.341 -1.600
H 2.107 0.575 2.206
H -0.687 -0.256 0.701
H 0.118 0.471 0.153
H 0.102 -0.023 -0.184
H -0.162 0.701 -1.723
H 0.709 1.074 -0.281

Its HOMO energy is -8.723 eV. The spin multiplicity is 1. The HOMO-LUMO gap is 0.353 Eh.